P.
{
  "formula": "C4H10N2",
  "method": "wB97M-V/def2-TZVPD",
  "elements": ["H", "N", "C", "N", "C", "C", "C", "H", "H", "H", "H", "H", "H", "H", "H", "H"],
  "xyz": [[2.6722, -1.7783, 0.9090], [3.0914, -1.2445, 0.1439], [2.2262, -0.4177, -0.2855], [0.8851, -0.3987, 0.0243], [-0.0039, 0.3946, -0.8172], [-1.4605, 0.2260, -0.4330], [-1.7436, 0.5965, 1.0315], [2.4759, 0.3131, -1.0555], [0.5645, -1.3070, 0.3271], [0.1809, 0.1857, -1.8771], [0.2883, 1.4356, -0.6727], [-2.0852, 0.7910, -1.1216], [-1.7262, -0.8365, -0.4939], [-2.0298, 1.6360, 1.1924], [-2.4897, -0.0403, 1.4925], [-0.8456, 0.4445, 1.6358]],
  "lumo_energy_ha": 0.0375,
  "orbital_gap_ev": 10.0
}



Q.
{
  "formula": "C4H10N2",
  "method": "wB97M-V/def2-TZVPD",
  "elements": ["C", "C", "N", "N", "C", "C", "H", "H", "H", "H", "H", "H", "H", "H", "H", "H"],
  "xyz": [[0.1223, 0.8976, 2.1510], [0.1369, 0.9377, -2.2854], [-0.6000, 0.1075, 1.1832], [0.0697, 0.0915, -1.1136], [-0.2161, -1.1380, 1.0060], [-0.6852, -1.8253, -0.1130], [1.0248, -0.1681, -0.8567], [0.6769, -1.5241, 1.5150], [1.1251, 0.5153, 2.3930], [-0.4713, 0.9490, 3.0709], [0.2050, 1.9201, 1.7815], [-0.8623, 1.2834, -2.5594], [0.7478, 1.8360, -2.0954], [0.5950, 0.4374, -3.1562], [-0.2304, -2.7708, -0.3823], [-1.6380, -1.5493, -0.5387]],
  "lumo_energy_ha": [-0.0063, 0.0053],
  "orbital_gap_ev": [8.5, 8.1]
}



Result of the stability comparison: Q is the least stable of them.



P.
{
  "formula": "C23H21N2O8PRu",
  "method": "wB97M-V/def2-TZVPD",
  "elements": ["Ru", "O", "C", "C", "C", "C", "C", "C", "C", "O", "N", "O", "O", "H", "H", "H", "H", "O", "C", "O", "C", "P", "C", "C", "C", "C", "C", "C", "C", "C", "C", "C", "C", "C", "H", "H", "H", "H", "H", "H", "H", "H", "H", "H", "H", "H", "N", "C", "C", "O", "O", "H", "H", "H", "H", "H"],
  "xyz": [[-0.9295, -0.9270, 0.4128], [0.8312, 0.0096, 1.7476], [0.7766, 0.8398, 2.6589], [-0.3863, 1.4668, 3.2126], [-0.2269, 2.3922, 4.2505], [-1.3169, 2.9997, 4.8083], [-2.6169, 2.7002, 4.3691], [-2.8006, 1.8051, 3.3551], [-1.6983, 1.1648, 2.7272], [-1.9158, 0.3521, 1.7512], [-1.1262, 3.9772, 5.8813], [0.0108, 4.1773, 6.2640], [-2.1184, 4.5289, 6.3151], [1.7280, 1.1443, 3.1246], [0.7583, 2.6401, 4.6262], [-3.4509, 3.1936, 4.8467], [-3.7862, 1.5561, 2.9854], [-2.9783, -2.0171, -3.2000], [-2.1552, -1.7469, -2.3602], [-2.3508, -1.5861, -1.0870], [-0.6676, -1.6330, -2.8111], [0.1898, -0.3988, -1.7722], [-0.4798, 1.1906, -2.3398], [-0.1784, 1.6629, -3.6167], [-0.7531, 2.8384, -4.0680], [-1.6218, 3.5488, -3.2499], [-1.9216, 3.0844, -1.9787], [-1.3510, 1.9075, -1.5211], [1.9164, -0.4271, -2.3066], [2.5139, -1.5975, -2.7706], [3.8502, -1.5896, -3.1358], [4.5986, -0.4266, -3.0235], [4.0109, 0.7372, -2.5457], [2.6771, 0.7373, -2.1772], [-0.6007, -1.3850, -3.8676], [-0.2339, -2.6182, -2.6298], [0.5036, 1.1087, -4.2499], [-0.5267, 3.1973, -5.0631], [-2.0668, 4.4677, -3.6072], [-2.6037, 3.6390, -1.3481], [-1.5864, 1.5450, -0.5254], [1.9404, -2.5100, -2.8564], [4.3095, -2.4949, -3.5096], [5.6431, -0.4278, -3.3054], [4.5952, 1.6436, -2.4611], [2.2159, 1.6430, -1.8028], [-0.1899, -5.3390, 2.4067], [0.6261, -4.8970, 1.2381], [0.1369, -3.4764, 0.8501], [0.6332, -2.8780, -0.0980], [-0.7923, -3.0251, 1.5983], [0.3585, -5.5050, 3.2450], [-0.7719, -6.1495, 2.2177], [-0.8068, -4.4402, 2.5178], [0.5033, -5.5638, 0.3895], [1.6820, -4.8398, 1.4881]],
  "lumo_energy_ha": [-0.1159, -0.1797],
  "total_charge": 1,
  "orbital_gap_ev": [8.0, 6.6],
  "spin_multiplicity": 6
}



Q.
{
  "formula": "C23H21N2O8PRu",
  "method": "wB97M-V/def2-TZVPD",
  "elements": ["Ru", "O", "C", "C", "C", "C", "C", "C", "C", "O", "N", "O", "O", "H", "H", "H", "H", "O", "C", "O", "C", "P", "C", "C", "C", "C", "C", "C", "C", "C", "C", "C", "C", "C", "H", "H", "H", "H", "H", "H", "H", "H", "H", "H", "H", "H", "N", "C", "C", "O", "O", "H", "H", "H", "H", "H"],
  "xyz": [[-0.2058, 0.1860, -0.6240], [1.8337, 0.2264, -1.2695], [2.5642, 1.2412, -1.1742], [2.1337, 2.5856, -1.2284], [3.1282, 3.5825, -1.1021], [2.7769, 4.8893, -1.1938], [1.4465, 5.2755, -1.4306], [0.4705, 4.3288, -1.5583], [0.7716, 2.9487, -1.4443], [-0.1828, 2.0807, -1.5587], [3.8093, 5.9286, -1.0514], [4.9535, 5.5617, -0.8929], [3.4423, 7.0828, -1.1152], [3.6383, 1.0626, -1.0583], [4.1643, 3.3151, -0.9381], [1.2212, 6.3295, -1.5168], [-0.5535, 4.6064, -1.7726], [-3.9443, -0.4579, 0.0925], [-2.9953, -0.7562, -0.5953], [-2.2140, 0.1244, -1.2023], [-2.5813, -2.2132, -0.8122], [-0.7726, -2.2763, -0.6891], [-0.1292, -3.8941, -1.1139], [0.8716, -4.0052, -2.0746], [1.3854, -5.2568, -2.3882], [0.8929, -6.3847, -1.7495], [-0.1109, -6.2739, -0.7924], [-0.6228, -5.0296, -0.4687], [-0.3727, -1.9780, 1.0570], [-1.3264, -1.6170, 2.0147], [-0.9321, -1.3477, 3.3146], [0.4071, -1.4298, 3.6672], [1.3624, -1.7985, 2.7259], [0.9781, -2.0753, 1.4268], [-2.8405, -2.5032, -1.8328], [-3.0898, -2.8698, -0.1094], [1.2447, -3.1211, -2.5776], [2.1639, -5.3492, -3.1336], [1.2908, -7.3600, -1.9976], [-0.4905, -7.1581, -0.2977], [-1.3938, -4.9440, 0.2883], [-2.3744, -1.5400, 1.7532], [-1.6717, -1.0685, 4.0535], [0.7092, -1.2138, 4.6834], [2.4039, -1.8746, 3.0082], [1.7204, -2.3703, 0.6926], [-3.1416, 3.4143, 1.5963], [-2.3631, 2.4159, 0.7913], [-1.1778, 2.0177, 1.6822], [-1.1576, 2.5032, 2.8160], [-0.3112, 1.2136, 1.2188], [-4.1170, 3.1544, 1.7145], [-3.0954, 4.3583, 1.2224], [-2.5871, 3.3533, 2.5160], [-2.0354, 2.8303, -0.1580], [-2.9938, 1.5500, 0.5868]],
  "lumo_energy_ha": [-0.1251, -0.1773],
  "total_charge": 1,
  "orbital_gap_ev": [7.8, 6.9],
  "spin_multiplicity": 6
}



Result of the stability comparison: P is the least stable of them.



P.
{
  "formula": "C5H12NO",
  "method": "wB97M-V/def2-TZVPD",
  "elements": ["C", "C", "C", "C", "C", "N", "H", "H", "H", "H", "H", "H", "H", "H", "H", "H", "H", "H", "O"],
  "xyz": [[0.7477, -1.3022, 2.2353], [-0.0332, -1.5496, 0.9321], [0.4073, -0.6773, -0.2311], [0.0047, -1.1348, -1.4255], [0.7320, 1.5907, -0.6598], [1.1794, 0.4996, -0.1571], [0.3300, -2.0057, 2.9815], [1.7723, -1.7332, 2.1994], [0.8323, -0.2595, 2.5485], [0.1533, -2.6247, 0.8081], [-1.1073, -1.3392, 0.9960], [-0.0482, -2.1583, -1.7793], [0.0839, -0.6117, -2.3856], [1.2254, 2.5305, -0.9345], [-0.3040, 1.6589, -0.9954], [2.0153, 0.5105, 0.4248], [-2.4139, 2.4377, -1.6294], [-2.4889, 2.5106, -0.0571], [-2.4819, 1.9228, -0.8212]],
  "lumo_energy_ha": -0.1929,
  "total_charge": 1,
  "orbital_gap_ev": 8.8
}



Q.
{
  "formula": "C5H12NO",
  "method": "wB97M-V/def2-TZVPD",
  "elements": ["C", "C", "C", "C", "C", "N", "O", "H", "H", "H", "H", "H", "H", "H", "H", "H", "H", "H", "H"],
  "xyz": [[2.2444, 0.7483, 0.2019], [1.8727, -0.5633, 0.1225], [-1.7759, -0.1112, 0.7868], [-0.8905, 0.8827, -1.3500], [0.4710, -0.8456, -0.1012], [-0.5589, 0.3126, 0.0057], [-0.1461, -1.9629, -0.4603], [3.2689, 1.1729, 0.0967], [1.5739, 1.5320, 0.0011], [2.7314, -1.2189, 0.0850], [-1.2779, -0.4013, 1.7391], [-2.4184, 0.7230, 0.9929], [-2.3492, -0.9213, 0.3073], [-0.0431, 1.3456, -1.7487], [-1.1987, 0.0732, -2.0364], [-1.7647, 1.5666, -1.0942], [-0.1141, -0.7435, 2.6524], [-0.0463, 1.1139, 0.4978], [0.4214, -2.7029, -0.6983]],
  "lumo_energy_ha": [-0.1581, -0.1732],
  "total_charge": 1,
  "orbital_gap_ev": [9.9, 7.1]
}



Result of the stability comparison: Q is the least stable of them.



P.
{
  "formula": "C5H12NO",
  "method": "wB97M-V/def2-TZVPD",
  "elements": ["C", "C", "N", "C", "C", "O", "C", "H", "H", "H", "H", "H", "H", "H", "H", "H", "H", "H", "H"],
  "xyz": [[2.5521, -0.6087, -0.3149], [0.7719, -0.7377, -0.2499], [-0.3475, -0.0655, -0.3275], [-0.4781, 1.3298, -0.5936], [-0.4684, 2.1541, 0.6294], [-1.6756, -0.4695, -0.2958], [-2.2873, -1.7420, 0.0506], [2.9166, -1.0280, 0.6847], [2.7951, 0.4969, -0.5536], [3.0141, -1.1872, -1.1365], [0.6161, -1.7562, -0.0274], [0.4318, 1.6327, -1.0788], [-1.3743, 1.3850, -1.2135], [0.4410, 1.9889, 1.1947], [-0.2979, 3.2524, 0.4131], [-1.2427, 1.9826, 1.4034], [-1.9219, -2.1981, 1.0508], [-2.1179, -2.4353, -0.8846], [-3.3175, -1.5410, 0.0711]],
  "lumo_energy_ha": -0.1550,
  "total_charge": 1,
  "orbital_gap_ev": 11.0
}



Q.
{
  "formula": "C5H12NO",
  "method": "wB97M-V/def2-TZVPD",
  "elements": ["C", "N", "C", "C", "C", "C", "O", "H", "H", "H", "H", "H", "H", "H", "H", "H", "H", "H", "H"],
  "xyz": [[-1.2624, -0.7492, -2.1700], [-0.3393, -0.2941, -1.4508], [0.7300, -1.0721, -0.7871], [1.3702, -0.2545, 0.3207], [0.3920, -0.0843, 1.5123], [-0.2047, 1.3078, 1.4939], [-0.8914, 1.5397, 0.2225], [-2.0785, -0.1059, -2.5049], [-1.3433, -1.7514, -2.5829], [-0.4339, 0.6809, -1.1263], [1.4316, -1.3641, -1.5707], [0.2994, -1.9812, -0.3880], [1.6821, 0.7020, -0.0665], [2.1980, -0.8196, 0.6792], [-0.3091, -0.9153, 1.5959], [0.9416, -0.0847, 2.4580], [0.5504, 2.0769, 1.6187], [-0.9377, 1.3580, 2.2994], [-1.7951, 1.8111, 0.4465]],
  "lumo_energy_ha": -0.1655,
  "total_charge": 1,
  "orbital_gap_ev": 10.5
}



Result of the stability comparison: P is the least stable of them.



P.
{
  "formula": "C6H10OS",
  "method": "wB97M-V/def2-TZVPD",
  "elements": ["C", "C", "C", "C", "C", "C", "O", "S", "H", "H", "H", "H", "H", "H", "H", "H", "H", "H"],
  "xyz": [[-1.2610, -0.9719, 1.1642], [-1.0638, -0.1152, 0.1075], [-0.1016, -1.3807, 1.9242], [0.3680, 0.2075, -0.3233], [0.5458, 1.6843, -0.0603], [0.6843, -0.3842, -1.7042], [1.9325, -1.9495, 0.3290], [1.5070, -0.6910, 1.0193], [-2.1830, -1.0165, 1.5844], [-1.8529, 0.0851, -0.5907], [-0.1906, -1.2496, 3.0603], [0.0444, -2.4012, 2.0016], [0.2334, 2.3325, -0.8757], [1.6039, 1.8819, 0.1948], [-0.0605, 1.8892, 0.6989], [0.9191, -1.3998, -1.5257], [1.3656, 0.2226, -2.2020], [-0.1974, -0.4340, -2.2963]],
  "lumo_energy_ha": 0.0288,
  "orbital_gap_ev": 9.8
}



Q.
{
  "formula": "C6H10OS",
  "method": "wB97M-V/def2-TZVPD",
  "elements": ["C", "C", "C", "C", "C", "C", "H", "H", "H", "H", "H", "H", "H", "H", "H", "H", "O", "S"],
  "xyz": [[-0.5998, -0.9730, -0.7680], [-0.1620, 0.4387, -1.0250], [0.6308, 0.9399, 0.1795], [-0.4176, 0.3929, 1.2270], [0.0013, -1.0227, 0.6799], [1.4433, -0.3364, 0.5393], [-2.0296, -2.6563, -1.3391], [-0.0049, -1.5491, -1.5036], [0.1195, 0.5298, -2.0989], [-1.1090, 1.1122, -0.9576], [0.3175, 3.1413, -0.3375], [0.1120, 0.5739, 2.1217], [-1.4135, 0.8718, 1.0858], [-0.2321, -1.8929, 1.4265], [2.1017, -0.5756, -0.2817], [1.8615, -0.2247, 1.5268], [-1.9883, -1.3146, -0.6770], [1.3694, 2.5449, 0.2021]],
  "lumo_energy_ha": -0.0249,
  "orbital_gap_ev": 8.3
}



Result of the stability comparison: Q is the least stable of them.